(1)
# C26H30AuN5SSe2

C26H30AuN5SSe2 as an isolated structure (ωB97M-V/def2-TZVPD, the Open Molecules 2025 dataset).

Each line ends with the Mulliken charge.
Cartesian coordinates (Å):
Au 2.38537 -6.53163 -8.51721  0.43
Se -7.28902 13.01912 16.63342  0.17
Se -6.39473 14.80231 17.67892  0.14
C -7.51468 14.68637 19.24297  0.89
C -7.33310 15.61675 20.25039  -0.49
C -8.15778 15.49067 21.36126  -0.35
C -9.08834 14.46644 21.39635  -0.45
C -9.17196 13.59265 20.31818  -0.38
N -8.39027 13.70219 19.24690  -0.41
C -6.30296 13.18081 14.98027  0.59
C -6.04431 14.38012 14.33806  -0.15
C -5.35228 14.30144 13.13726  -0.53
C -4.98720 13.05758 12.64988  -0.33
C -5.33108 11.92179 13.37254  -0.31
N -5.98187 11.98181 14.53179  -0.45
H -6.59068 16.40019 20.18129  0.34
H -8.06883 16.18637 22.18438  0.41
H -9.74589 14.33972 22.24436  0.39
H -9.88748 12.78067 20.30891  0.40
H -6.37712 15.32932 14.73387  0.34
H -5.11436 15.20242 12.58831  0.41
H -4.45245 12.96163 11.71569  0.38
H -5.07745 10.93171 13.01551  0.39
N 4.41189 -6.29054 -8.60257  -0.49
S 5.54282 -7.23348 -7.94482  0.55
C 5.61950 -8.73726 -8.82228  0.56
C 5.37348 -8.77047 -10.19886  -0.32
C 5.54818 -9.97664 -10.84831  -0.68
C 5.94742 -11.10625 -10.13340  -0.41
C 6.17634 -11.05036 -8.76150  -0.68
C 6.00540 -9.85787 -8.08236  -0.24
C 7.07045 -6.41122 -7.93214  0.71
C 8.12180 -6.83615 -8.75193  -0.30
C 9.31342 -6.14473 -8.67299  -0.71
C 9.44796 -5.07654 -7.78503  -0.44
C 8.39691 -4.68323 -6.95933  -0.59
C 7.19575 -5.36069 -7.00993  -0.44
H 4.77700 -5.35414 -8.78467  0.36
H 5.09189 -7.87641 -10.73935  0.50
H 5.39252 -10.03873 -11.91677  0.45
H 6.08720 -12.04290 -10.65710  0.45
H 6.48515 -11.93574 -8.22316  0.44
H 6.17486 -9.79680 -7.01436  0.45
H 8.00434 -7.66884 -9.43187  0.42
H 10.14336 -6.43338 -9.30318  0.43
H 10.39269 -4.55173 -7.72783  0.44
H 8.52751 -3.86755 -6.26201  0.42
H 6.38388 -5.09948 -6.34164  0.43
N -2.48649 -6.22507 -9.26505  -0.14
C -1.89365 -5.48365 -8.09675  -0.71
C -0.38633 -5.36023 -8.25791  -0.50
N 0.28081 -6.68576 -8.42352  -0.53
C -0.32443 -7.40850 -9.58035  -0.49
C -1.83099 -7.56832 -9.44241  -0.69
H -2.39288 -5.66957 -10.12101  0.39
H -3.49369 -6.34806 -9.12172  0.36
H -2.16553 -6.04357 -7.20134  0.36
H -2.35529 -4.49911 -8.04177  0.42
H 0.01581 -4.86072 -7.37856  0.39
H -0.13431 -4.75112 -9.12761  0.38
H 0.10308 -7.23452 -7.58098  0.45
H 0.12209 -8.39759 -9.66171  0.40
H -0.07062 -6.85587 -10.48643  0.38
H -2.10126 -8.16470 -8.57034  0.36
H -2.24960 -8.04292 -10.32840  0.42

- multiplicity = 3
- gap between HOMO and LUMO (spin up / spin down) (eV) = 4.92 / 1.61
- LUMO energy (spin up / spin down) (eV) = -9.0 / -12.7
- E_HOMO (spin up / spin down) (eV) = -13.94 / -14.28
- total charge = +4

---

(2)
# C34H31BrGeIN4O2Re

C34H31BrGeIN4O2Re as an isolated structure (ωB97M-V/def2-TZVPD, the Open Molecules 2025 dataset).

Each line ends with the Mulliken charge.
Cartesian coordinates (Å):
Re 1.12993 0.32008 1.48688  0.51
C 1.33854 1.87782 3.58723  -0.82
C 2.32346 0.88443 3.26025  -0.24
C 3.16359 1.46116 2.24196  -1.16
C 2.64985 2.73349 1.93940  -0.30
C 1.55260 3.00239 2.78337  -0.33
H 0.57918 1.76079 4.34612  0.43
H 2.63624 0.07505 3.90897  0.57
H 4.06238 1.01641 1.84113  0.47
H 3.01350 3.38895 1.16178  0.38
H 0.92921 3.88196 2.74088  0.47
C 0.35274 -1.19440 1.72682  -0.20
Ge -0.33118 -2.75484 0.90453  1.60
C -0.86217 -4.13298 2.19551  -0.03
C -0.47525 -5.46144 2.03512  -0.23
C -0.83989 -6.43125 2.96067  -0.65
C -1.60113 -6.08412 4.06561  -0.40
C -1.99018 -4.76420 4.24506  -0.66
C -1.61912 -3.80079 3.31890  -0.28
C -1.88654 -2.16636 -0.14977  0.26
C -2.96284 -1.60130 0.53753  -0.36
C -4.03409 -1.03535 -0.13354  -0.66
C -4.05800 -1.02664 -1.52177  -0.50
C -2.99765 -1.57441 -2.22446  -0.82
C -1.91910 -2.12823 -1.54211  0.21
C 1.03733 -3.56839 -0.23868  0.05
C 0.75980 -4.29268 -1.39638  -0.18
C 1.77951 -4.79191 -2.19760  -0.72
C 3.10212 -4.58034 -1.84306  -0.34
C 3.39688 -3.87973 -0.68205  -0.66
C 2.37505 -3.37537 0.10764  -0.51
H 0.12678 -5.74583 1.18045  0.30
H -0.52780 -7.45830 2.81869  0.38
H -1.88211 -6.83692 4.79190  0.35
H -2.57708 -4.48398 5.11120  0.38
H -1.90544 -2.76909 3.48815  0.29
H -2.95404 -1.57268 1.62032  0.07
H -4.84187 -0.58050 0.42511  0.36
H -4.89227 -0.57953 -2.04816  0.37
H -2.99901 -1.56298 -3.30798  0.34
H -1.08359 -2.50304 -2.11749  0.32
H -0.26575 -4.50575 -1.67255  0.43
H 1.53694 -5.33957 -3.09987  0.38
H 3.90061 -4.95648 -2.47080  0.37
H 4.42780 -3.71052 -0.39811  0.39
H 2.61665 -2.78244 0.98323  0.29
Br 2.67487 6.71734 0.38454  -0.19
C 1.99514 6.78029 -1.38473  0.24
C 2.38199 7.85867 -2.17041  -0.51
C 1.93166 7.96076 -3.47472  -0.45
C 1.09385 6.98006 -3.98754  -0.66
C 0.71563 5.91251 -3.19212  -0.42
C 1.15687 5.78854 -1.87436  0.19
I 0.50370 4.14522 -0.75216  0.27
H 3.03557 8.61027 -1.75187  0.37
H 2.23653 8.80042 -4.08478  0.34
H 0.73283 7.04628 -5.00516  0.36
H 0.05837 5.15068 -3.58890  0.35
C -2.02941 1.54078 2.52787  -1.01
C -1.58422 2.14213 1.20639  0.49
O -2.39029 2.79151 0.54264  -0.76
O -0.35682 1.96759 0.84595  -0.37
H -3.09284 1.31491 2.47335  0.34
H -1.88111 2.29361 3.30583  0.29
H -1.44826 0.65851 2.79307  0.07
N -1.25132 1.44755 -2.10263  -0.18
C -0.50909 0.88747 -3.06858  0.56
N -1.07789 0.81660 -4.31915  -0.40
N 0.73253 0.42137 -2.95067  -0.88
C 1.07684 0.29126 -1.67789  0.57
N 1.28082 0.21912 -0.53657  -0.12
H -2.25656 1.43999 -2.17376  0.23
H -0.89277 1.51489 -1.15039  -0.18
H -1.70294 1.56758 -4.56560  0.25
H -0.41826 0.56389 -5.03768  0.28

- multiplicity = 2
- gap between HOMO and LUMO (spin up / spin down) (eV) = 4.66 / 5.24
- LUMO energy (spin up / spin down) (eV) = 2.2 / 2.2
- E_HOMO (spin up / spin down) (eV) = -2.42 / -3.00
- total charge = -1